1.
Computed, not measured: an isolated ion of composition C18H32FN2O and charge +1, with wB97M-V/def2-TZVPD.

Computed properties:
SMILES: CCN[n+]1cc(CCCCCCCCOC)ccc1[C@@H](C)F
Gap between HOMO and LUMO (eV): 6.839
E_HOMO (eV): -11.618
ΔE to the lowest compared entry with this formula, charge and spin (eV): 13.5599
Net charge: +1
E (eV): -26909.2377

```
54
C18H32FN2O | OMol25 | wB97M-V/def2-TZVPD
F -1.18 -4.25 1.90
O 4.46 3.12 0.24
N -1.19 -2.19 -0.47
N -0.25 -3.16 -0.76
C -2.51 -3.78 1.43
C -0.82 -4.33 -1.52
C -3.27 0.30 0.14
C -3.40 -4.94 0.65
C -3.39 -1.17 0.91
C 0.27 -4.97 -2.61
C -1.07 3.45 0.24
C -2.05 0.45 -0.95
C 5.02 3.17 -1.13
C 3.10 1.56 1.79
C 0.20 3.94 1.17
C 2.29 2.79 2.54
C -1.05 -0.84 -1.20
C -2.31 -2.40 0.57
C 3.45 2.01 0.22
C -0.46 2.59 -1.02
C -1.72 1.83 -1.82
C 0.67 2.80 2.27
H -0.31 -5.89 -3.11
H -1.84 -4.07 -2.08
H 1.10 4.15 0.42
H 0.16 3.09 3.30
H 0.20 1.70 -0.58
H -2.65 2.57 -1.80
H 2.44 0.59 1.84
H -4.00 1.20 0.35
H -4.23 -1.31 1.73
H 0.63 -4.18 -3.41
H -2.66 -5.87 0.51
H 6.10 2.69 -1.10
H -4.28 -5.33 1.34
H 0.36 1.70 1.96
H -3.75 -4.63 -0.42
H -0.17 -0.71 -1.99
H 0.53 -2.70 -1.32
H 1.17 -5.48 -2.02
H 4.12 1.30 2.31
H 2.46 2.44 -0.24
H -1.68 4.38 -0.16
H -3.13 -3.51 2.41
H -1.38 1.58 -2.91
H 2.54 2.69 3.70
H -0.98 -5.20 -0.71
H 0.24 3.20 -1.74
H -0.08 4.92 1.79
H 5.19 4.33 -1.37
H -1.86 2.82 0.87
H 4.34 2.65 -1.93
H 2.79 3.80 2.19
H 3.84 1.10 -0.42
```

---

2.
Computed, not measured: C18H32N3OPPtSi as an isolated structure, with wB97M-V/def2-TZVPD.

Computed properties:
Expectation value of S²: 6.070
Gap between HOMO and LUMO (spin up / spin down) (eV): 5.608 / 6.497
E_HOMO (spin up / spin down) (eV): -5.032 / -7.626
Multiplicity: 5
ΔE to the lowest compared entry with this formula, charge and spin (eV): 0.0000
Net charge: 0
E (eV): -46111.6993

```
57
C18H32N3OPPtSi | OMol25 | wB97M-V/def2-TZVPD
Pt 0.26 0.15 0.12
P 2.55 0.31 0.17
Si 0.25 -2.20 -0.16
O 0.51 0.52 2.28
N -2.75 0.56 -1.85
N -0.04 0.61 -1.70
N -2.14 -0.26 0.26
C -0.14 2.13 3.96
C 0.11 -0.24 -3.90
C 3.35 1.88 0.66
C 0.19 -3.08 1.49
C -4.82 -0.95 0.80
C -0.13 0.67 3.55
C -0.29 2.39 -4.85
C -3.80 -1.19 1.72
C 3.25 -0.04 -1.48
C 3.32 -0.91 1.29
C -0.13 2.19 -3.49
C -0.05 -0.01 -5.25
C 0.07 0.86 -2.98
C -3.10 -0.03 -0.63
C -0.23 1.29 -5.74
C 0.69 -0.26 4.42
C -2.50 -0.81 1.43
C -4.47 -0.34 -0.39
H 0.97 -1.16 3.86
H 0.17 -1.24 -3.46
H 2.97 -0.74 2.32
H -1.01 -2.59 -0.87
H 1.12 -2.95 2.04
H 0.21 -0.57 5.34
H 3.02 2.70 0.01
H -0.64 -2.79 2.15
H 3.09 2.12 1.70
H -0.33 1.46 -6.81
H -2.13 -0.03 -2.41
H -1.16 2.55 3.96
H -0.04 -0.86 -5.95
H 2.82 -0.97 -1.87
H -1.68 -0.98 2.12
H 1.62 0.27 4.67
H -3.57 0.87 -2.37
H 0.46 2.73 3.28
H 1.46 -2.64 -0.95
H 3.08 -1.93 0.98
H -5.86 -1.23 0.99
H 4.44 1.77 0.57
H -3.98 -1.70 2.65
H -1.19 0.32 3.57
H 0.06 -4.15 1.25
H -0.26 2.98 -2.74
H 4.41 -0.75 1.23
H 0.24 2.29 4.98
H 2.98 0.79 -2.15
H -0.47 3.40 -5.24
H -5.15 -0.09 -1.20
H 4.34 -0.12 -1.39
```

---

3.
Computed, not measured: a 7-piece molecular cluster, C18H32NO21S2 overall, with wB97M-V/def2-TZVPD.

Computed properties:
Gap between HOMO and LUMO (eV): 8.691
E_HOMO (eV): -6.578
ΔE to the lowest compared entry with this formula, charge and spin (eV): 0.9634
Net charge: -1
E (eV): -85334.1383

```
74
C18H32NO21S2 | OMol25 | wB97M-V/def2-TZVPD
S 1.98 -0.28 2.26
S -2.73 1.93 3.65
O -2.75 -4.87 1.91
O -6.61 0.04 -5.66
O 1.32 4.27 -0.13
O -5.39 -0.66 -3.97
O 6.79 -2.41 -2.92
O -3.18 1.35 4.87
O -0.79 -3.78 1.92
O -0.98 -5.89 1.19
O -1.32 -0.11 -1.75
O 0.56 -0.02 -2.74
O 0.15 -1.75 -1.54
O 0.13 6.06 0.47
O 1.97 0.09 3.72
O -4.96 1.17 -4.78
O 2.79 0.87 1.43
O -0.74 4.55 -0.91
O 4.60 -2.86 -2.50
O -2.39 0.55 2.80
O 5.48 -1.01 -1.79
O -3.68 2.83 2.89
O 2.57 -1.47 1.86
N -0.22 -0.65 -2.04
C -2.99 0.47 1.47
C 1.16 3.13 -1.01
C 4.16 -1.00 -1.28
C 5.73 -2.15 -2.40
C 3.56 -2.34 -1.99
C -4.36 -0.24 -3.21
C -4.10 1.20 -3.70
C 0.24 5.00 -0.10
C 4.09 1.33 1.83
C -0.36 3.33 -1.51
C 0.38 -5.58 1.00
C 4.67 2.27 0.84
C -5.80 0.14 -4.83
C 0.48 -4.10 1.46
C -3.25 -1.05 0.93
C -1.65 -4.81 1.68
C 0.32 -0.09 1.64
C -1.21 2.73 3.70
H -3.99 -1.25 1.53
H -4.23 2.06 -2.96
H -3.94 0.87 1.78
H -0.87 2.39 -1.00
H 3.79 1.73 2.87
H 2.93 -1.95 -2.79
H 0.13 0.90 1.84
H 3.88 2.90 0.67
H 0.87 -6.25 1.77
H -2.37 -1.68 1.10
H -0.38 -0.83 2.15
H -2.51 1.20 0.73
H -0.45 1.92 4.12
H 1.53 2.18 -0.66
H 0.57 -5.81 -0.09
H 0.17 -0.24 0.64
H 2.75 -3.16 -1.40
H 3.71 -0.12 -1.60
H -3.56 -1.05 -0.14
H 3.91 -0.98 -0.17
H -3.12 1.36 -4.22
H 0.99 -3.65 0.61
H 5.63 2.64 1.18
H -4.66 -0.02 -2.15
H -0.88 3.06 2.72
H 4.63 1.76 -0.03
H -1.42 3.65 4.23
H 4.40 0.37 2.13
H -0.31 3.20 -2.48
H 1.65 3.31 -2.07
H 0.95 -3.84 2.38
H -3.49 -0.88 -3.43
```

---

4.
Computed, not measured: C18H33Br15O11P2S as an isolated structure, with wB97M-V/def2-TZVPD.

Computed properties:
Gap between HOMO and LUMO (eV): 9.294
E_HOMO (eV): -9.657
ΔE to the lowest compared entry with this formula, charge and spin (eV): 13.4572
Net charge: 0
E (eV): -1121762.2362

```
80
C18H33Br15O11P2S | OMol25 | wB97M-V/def2-TZVPD
Br -9.16 2.37 -3.62
Br -7.04 -1.74 2.25
Br -6.75 -2.91 -6.62
Br -6.35 1.40 2.42
Br -4.32 -0.88 -7.18
Br -12.58 -3.60 4.53
Br -10.81 -1.83 2.50
Br -9.91 -4.84 3.23
Br -8.86 1.20 -6.61
Br -3.99 -3.21 -4.99
Br -3.24 3.94 -1.82
Br -5.99 2.34 -1.30
Br -8.22 0.29 0.04
Br -6.61 0.56 -4.39
Br -3.18 1.04 -0.41
S 7.76 -2.55 -0.19
P 0.51 -0.80 0.30
P 6.26 0.16 -1.98
O 6.04 -2.79 -0.36
O 8.64 -2.97 -1.40
O -0.93 -0.21 -0.50
O 7.79 -0.81 -0.05
O 4.66 0.72 -2.44
O 7.31 1.58 -2.18
O 0.21 -1.61 1.65
O 8.23 -2.97 1.25
O 6.67 -1.03 -2.94
O 6.05 0.96 0.54
O 1.40 0.65 0.81
C 6.38 -0.32 -0.11
C 2.95 -2.51 -0.01
C 3.98 2.11 4.33
C 1.32 1.69 -0.26
C -2.82 -0.56 1.28
C 6.09 0.86 2.01
C 1.58 -1.97 -0.79
C 5.55 -1.64 0.41
C -4.82 -2.68 -6.66
C 3.95 -1.29 0.44
C -10.80 -3.23 3.85
C -4.18 2.69 -0.67
C -2.12 -1.00 -0.16
C -7.93 1.85 -5.03
C 0.21 2.85 0.17
C 4.75 2.99 3.16
C 6.20 2.37 2.69
C -7.66 0.07 1.89
H -2.69 -1.52 1.98
H 3.75 -0.37 -0.25
H -0.87 2.40 -0.05
H 3.51 -3.31 -0.70
H 7.06 0.27 2.33
H 6.91 2.30 3.64
H 0.39 3.06 1.32
H -4.27 3.17 0.31
H -2.94 -0.73 -0.99
H 3.59 2.90 5.12
H 0.91 -2.95 -0.95
H 6.68 3.12 1.90
H 4.07 -0.11 -2.52
H -7.38 2.75 -5.33
H 5.10 0.38 2.43
H -4.44 -3.36 -7.44
H 3.63 -0.96 1.54
H -8.55 0.23 2.51
H 1.12 1.23 -1.32
H 1.80 -1.54 -1.86
H 6.72 2.35 -2.48
H -1.97 -2.17 -0.26
H 5.80 -1.91 1.54
H 2.59 -3.13 0.95
H 2.38 2.24 -0.26
H 0.44 3.82 -0.46
H -10.21 -2.85 4.70
H 3.06 1.49 3.90
H -3.97 -0.36 1.19
H 4.70 1.32 4.86
H 4.99 4.06 3.62
H -2.20 0.33 1.73
H 4.09 3.12 2.18
```

---

5.
Computed, not measured: C18H33LiN7OS2 as an isolated structure, with wB97M-V/def2-TZVPD.

Computed properties:
Gap between HOMO and LUMO (eV): 4.401
E_HOMO (eV): -1.834
Net charge: -1
E (eV): -53544.2781

```
62
C18H33LiN7OS2 | OMol25 | wB97M-V/def2-TZVPD
S 0.69 2.38 0.59
S 2.80 2.73 2.76
O 0.07 -1.36 -1.28
N 1.43 0.02 -2.50
N 1.07 0.76 2.50
N -0.64 2.19 -1.43
N -0.01 0.24 1.75
N 1.49 -2.31 -2.80
N -1.12 0.84 -1.36
N -1.96 -0.77 0.86
C 0.97 1.19 -1.77
C -3.08 -1.24 0.27
C -2.87 3.25 -1.85
C 1.48 1.87 2.00
C -1.35 -1.61 1.69
C 2.74 -0.89 -4.35
C 0.95 -1.22 -2.13
C -0.21 -0.93 2.23
C -1.42 3.06 -2.34
C -3.59 -2.51 0.51
C -1.41 2.52 -3.78
C 1.09 -3.65 -2.39
C -1.76 -2.88 2.02
C 4.14 1.78 2.01
C -2.92 -3.34 1.41
C 2.62 0.20 -3.31
C 2.68 -2.21 -3.62
C -0.72 4.43 -2.34
Li 0.00 0.00 0.00
H -0.96 0.33 -2.25
H 0.00 1.01 -1.29
H 2.57 1.17 -3.81
H -3.30 -4.34 1.62
H -1.96 1.58 -3.88
H -1.23 5.14 -3.00
H 3.68 -0.80 -4.91
H 0.39 -1.41 3.02
H -0.39 2.35 -4.14
H -2.89 3.60 -0.82
H 1.92 -0.82 -5.07
H 3.49 0.20 -2.64
H -3.39 3.99 -2.47
H 4.06 0.72 2.28
H 1.03 -4.29 -3.27
H 2.68 -3.03 -4.35
H -1.88 3.24 -4.47
H -3.44 2.32 -1.90
H 0.86 2.03 -2.46
H 0.32 4.35 -2.68
H 3.55 -2.34 -2.96
H -0.71 4.87 -1.33
H -1.21 -3.49 2.72
H 5.09 2.16 2.38
H -4.50 -2.83 0.01
H 1.63 -0.38 0.14
H 0.13 -3.65 -1.88
H 1.71 1.44 -1.00
H 1.85 -4.04 -1.70
H -0.59 2.62 -0.50
H -3.56 -0.55 -0.41
H 4.12 1.88 0.93
H -2.11 0.77 -1.04
```

---

6.
Computed, not measured: C18H33NaO4P as an isolated structure, with wB97M-V/def2-TZVPD.

Computed properties:
Gap between HOMO and LUMO (eV): 5.723
E_HOMO (eV): -3.279
ΔE to the lowest compared entry with this formula, charge and spin (eV): 0.2015
Net charge: -1
E (eV): -41104.0424

```
57
C18H33NaO4P | OMol25 | wB97M-V/def2-TZVPD
P 1.10 0.66 -0.68
Na -1.20 0.32 0.62
O 1.68 -0.65 -1.41
O -0.15 1.04 -1.41
O 0.97 0.41 0.79
O 2.26 1.74 -0.90
C 3.81 -0.78 -0.21
C -4.63 -0.80 -0.42
C -2.72 0.72 4.11
C 2.44 2.51 -2.12
C 2.66 -1.55 -0.84
C 2.35 1.62 -3.35
C -3.78 -0.69 0.81
C -3.89 0.27 1.85
C -2.14 -1.12 2.36
C -2.89 0.00 2.80
C -4.91 1.36 1.97
C -0.96 -1.72 3.06
C -2.69 -1.54 1.13
C 1.39 3.62 -2.16
C 1.99 -2.45 0.18
C -2.13 -2.60 0.22
C 3.83 3.09 -1.99
C 3.15 -2.36 -2.03
H -4.14 -0.46 -1.34
H -0.01 -1.22 2.85
H -0.83 -2.77 2.78
H 2.71 -3.17 0.57
H 4.29 -0.12 -0.94
H 1.59 -1.87 1.01
H -4.47 2.36 2.01
H 3.63 -1.70 -2.76
H -1.09 -1.71 4.15
H 1.56 4.25 -3.03
H 2.56 2.23 -4.24
H 4.07 3.72 -2.85
H 3.08 0.82 -3.30
H 1.17 -3.00 -0.28
H -4.96 -1.83 -0.60
H 3.91 3.69 -1.08
H -3.39 0.34 4.89
H 2.31 -2.87 -2.51
H 1.47 4.23 -1.26
H 4.57 2.29 -1.93
H -2.91 -3.08 -0.37
H -5.54 -0.20 -0.32
H -5.52 1.26 2.88
H 3.88 -3.11 -1.71
H -5.61 1.36 1.13
H -1.39 -2.24 -0.51
H -1.62 -3.39 0.78
H -1.71 0.64 4.50
H 3.49 -0.18 0.63
H 1.36 1.18 -3.46
H 0.39 3.19 -2.21
H 4.56 -1.50 0.13
H -2.94 1.79 4.01
```

---

7.
Computed, not measured: C18H34AlF2INO10 as an isolated structure, with wB97M-V/def2-TZVPD.

Computed properties:
Gap between HOMO and LUMO (eV): 6.752
E_HOMO (eV): -5.029
Net charge: -1
E (eV): -61317.6895

```
67
C18H34AlF2INO10 | OMol25 | wB97M-V/def2-TZVPD
I -2.41 -3.05 -3.28
Al -0.89 -0.89 -3.03
F -0.27 -0.28 -4.73
F -0.81 -0.83 0.98
O 0.83 -2.15 6.90
O 1.47 -2.09 0.07
O 1.80 -3.92 1.33
O -2.51 1.63 -2.93
O -3.82 -1.44 -6.98
O 3.20 7.11 -2.72
O 2.70 4.93 -2.57
O 0.05 1.25 0.10
O -5.13 -2.41 -5.44
O 1.93 -1.71 5.00
N -2.25 0.50 -0.67
C 0.77 3.57 -1.98
C 1.99 -4.45 3.70
C 2.95 -1.82 1.91
C -2.02 0.62 -2.15
C 0.71 -2.13 8.34
C 1.89 6.48 -0.84
C -3.16 0.82 -7.61
C 2.65 -0.49 6.91
C 2.67 6.20 -2.09
C -3.61 -0.55 -8.09
C 2.04 -2.62 1.02
C 2.54 -4.68 2.30
C 1.80 -1.51 6.21
C -4.97 -1.51 -6.26
C 2.27 3.77 -1.84
C -0.97 0.39 0.13
C -0.05 -0.90 8.80
C -6.00 -0.44 -6.43
H 2.41 -5.73 2.04
H -1.04 -0.85 8.32
H 0.47 0.02 8.53
H 2.60 3.82 -0.80
H -6.00 0.03 -7.42
H 3.70 -2.42 2.42
H 1.68 -2.23 8.82
H 0.21 4.41 -1.56
H 3.61 -4.48 2.23
H 0.49 3.50 -3.03
H -4.49 -0.50 -8.73
H 2.77 -0.68 7.98
H -2.81 -0.99 -8.69
H 2.09 -3.41 4.01
H 0.34 -1.21 -2.04
H -5.85 0.32 -5.66
H -2.26 0.73 -7.00
H 0.93 -4.70 3.74
H 2.35 -1.28 2.65
H 0.14 -3.02 8.61
H -6.99 -0.89 -6.31
H -2.95 1.48 -8.46
H 0.89 6.81 -1.10
H 2.79 2.92 -2.29
H 3.65 -0.52 6.48
H 0.46 2.66 -1.47
H 2.52 -5.08 4.43
H 2.22 0.50 6.76
H -3.93 1.30 -6.99
H 3.50 -1.11 1.30
H 1.83 5.63 -0.16
H 2.40 7.27 -0.29
H -0.19 -0.92 9.89
H -2.91 1.22 -0.29
```